No. 1
Here is a 2-piece molecular cluster, C3H3Br overall from OMol25. Energies are from the ωB97M-V functional and the def2-TZVPD basis.

* net charge: 0
* orbital gap: 5.00 eV
* energy: -2689.94574 a.u.
* LUMO: -2.27 eV
* E_HOMO: -7.27 eV
* F_max: 6.36 eV Å⁻¹

```
7
C3H3Br, DFT the ωB97M-V functional and the def2-TZVPD basis
C -0.028 0.510 0.356
C 0.401 -0.541 -0.344
C 0.863 -0.493 1.010
Br -2.467 0.895 -1.964
H -0.681 1.351 0.412
H 0.442 -1.001 -1.346
H 1.469 -0.720 1.875
```

Here are the Mulliken charges for atoms 1 to 4, given in e: -0.0652 -0.0529 -0.1978 -0.8153



No. 2
Here is C37H33BrN5NdO7PS as an isolated structure from OMol25. Energies are from the ωB97M-V functional and the def2-TZVPD basis.

* net charge: +1
* multiplicity: 4
* orbital gap (alpha / beta): 6.47 / 6.48 eV
* energy: -6105.12400 a.u.
* LUMO (alpha / beta): -3.37 / -3.36 eV
* E_HOMO (alpha / beta): -9.84 / -9.84 eV
* expectation value of S²: 3.7527
* F_max: 2.88 eV Å⁻¹

```
86
C37H33BrN5NdO7PS, DFT the ωB97M-V functional and the def2-TZVPD basis
Nd -6.136 -12.792 15.890
O -1.028 -8.792 13.300
C -2.211 -8.353 13.133
O -2.676 -7.253 12.744
C -3.241 -9.393 13.328
C -2.869 -10.769 13.219
C -3.757 -11.733 13.695
N -5.027 -11.389 14.058
C -5.480 -10.117 13.905
C -4.637 -9.094 13.498
C -6.808 -9.760 14.426
C -7.251 -8.413 14.480
C -8.553 -8.121 14.946
C -9.368 -9.190 15.392
C -8.803 -10.465 15.356
N -7.514 -10.722 15.065
C -3.296 -13.113 13.941
C -2.435 -13.773 13.045
C -1.936 -15.041 13.371
C -2.289 -15.595 14.624
C -3.134 -14.879 15.454
N -3.680 -13.694 15.085
H -1.910 -11.096 12.795
H -5.063 -8.101 13.268
H -6.569 -7.601 14.172
H -8.911 -7.077 14.927
H -10.392 -9.068 15.770
H -9.438 -11.327 15.504
H -2.202 -13.294 12.087
H -1.321 -15.597 12.649
H -1.930 -16.578 14.958
H -3.392 -15.228 16.451
N -8.452 -13.205 16.641
S -9.356 -14.518 17.022
C -9.628 -15.330 15.448
C -10.128 -16.626 15.490
C -10.375 -17.304 14.296
C -10.124 -16.673 13.073
C -9.598 -15.375 13.048
C -9.338 -14.697 14.244
C -10.964 -13.801 17.247
C -11.672 -13.238 16.169
C -12.897 -12.652 16.408
C -13.433 -12.645 17.713
C -12.756 -13.245 18.777
C -11.505 -13.857 18.549
H -8.864 -12.396 17.130
H -10.304 -17.064 16.481
H -10.723 -18.337 14.328
H -10.325 -17.193 12.133
H -9.415 -14.854 12.094
H -8.889 -13.702 14.248
H -11.262 -13.256 15.156
H -13.445 -12.149 15.594
H -14.398 -12.161 17.877
H -13.202 -13.254 19.780
H -10.966 -14.374 19.354
C -3.665 -12.777 19.492
O -4.245 -11.447 19.669
P -5.309 -10.806 18.667
O -6.391 -12.029 18.421
C -7.165 -12.451 19.625
O -4.598 -11.091 17.176
C -3.356 -10.322 16.832
H -3.673 -13.226 20.492
H -2.644 -12.674 19.149
H -4.227 -13.393 18.811
H -7.423 -13.511 19.545
H -8.059 -11.822 19.678
H -6.558 -12.298 20.523
H -2.784 -10.906 16.122
H -2.767 -10.166 17.745
H -3.624 -9.358 16.413
Br -7.950 -19.556 18.781
C -7.439 -18.818 17.148
C -7.519 -19.525 15.936
N -7.122 -18.961 14.803
C -6.636 -17.718 14.834
C -6.581 -16.969 15.986
C -6.907 -17.558 17.224
C -6.233 -15.514 15.924
O -6.403 -14.889 14.841
O -5.847 -14.930 16.979
H -7.887 -20.547 15.918
H -6.321 -17.278 13.877
H -6.797 -17.042 18.174
```

Here are the Mulliken charges for atoms 1 to 4, given in e: 0.2926 -0.7133 0.3491 -0.6980



No. 3
Here is C6H11N3 as an isolated structure from OMol25. Energies are from the ωB97M-V functional and the def2-TZVPD basis.

* net charge: 0
* orbital gap (alpha / beta): 7.58 / 7.58 eV
* energy: -399.34642 a.u.
* LUMO (alpha / beta): -0.45 / -0.45 eV
* E_HOMO (alpha / beta): -8.03 / -8.03 eV
* F_max: 0.73 eV Å⁻¹

```
20
C6H11N3, DFT the ωB97M-V functional and the def2-TZVPD basis
C 0.500 2.106 1.522
C 0.089 -0.208 0.253
C -0.427 1.482 0.521
N 1.490 -0.215 0.079
C -0.448 -0.989 1.249
N -1.407 1.934 -0.031
H 1.820 0.138 -0.805
H 1.974 -1.055 0.361
H -1.821 1.116 -0.880
H 0.694 1.398 2.329
H 1.454 2.346 1.053
H 0.045 3.014 1.914
H -1.514 -0.978 1.425
H 0.165 -1.618 1.885
C -0.149 -1.778 -1.882
C -0.768 -0.560 -1.256
N -1.714 0.103 -1.627
H -0.830 -2.185 -2.627
H 0.052 -2.525 -1.112
H 0.794 -1.525 -2.371
```

Here are the Mulliken charges for atoms 1 to 4, given in e: -1.1941 0.4669 0.6824 -0.5214



No. 4
Here is C29H29BF4FeN6PS as an isolated structure from OMol25. Energies are from the ωB97M-V functional and the def2-TZVPD basis.

* net charge: 0
* multiplicity: 2
* orbital gap (alpha / beta): 7.07 / 6.64 eV
* energy: -3878.79785 a.u.
* LUMO (alpha / beta): 0.07 / -1.26 eV
* E_HOMO (alpha / beta): -7.00 / -7.90 eV
* expectation value of S²: 1.1973
* F_max: 1.07 eV Å⁻¹

```
72
C29H29BF4FeN6PS, DFT the ωB97M-V functional and the def2-TZVPD basis
Fe -0.726 -0.044 0.514
C -2.495 5.356 1.936
C -2.763 4.506 0.701
N -3.264 3.183 1.037
C -2.518 2.115 1.286
S -0.787 2.218 1.370
N -3.195 0.982 1.528
N -2.439 -0.100 1.481
C -2.931 -1.226 1.996
C -4.233 -1.223 2.733
C -2.165 -2.383 1.817
C -2.255 -3.574 2.563
C -1.270 -4.516 2.536
C -0.086 -4.268 1.760
C -0.014 -3.223 0.931
N -1.134 -2.322 0.773
H -2.133 6.342 1.642
H -3.404 5.485 2.526
H -1.738 4.885 2.562
H -3.509 4.973 0.059
H -1.860 4.383 0.106
H -4.247 2.987 0.916
H -4.395 -0.249 3.187
H -5.053 -1.403 2.036
H -4.261 -1.989 3.504
H -3.097 -3.695 3.229
H -1.339 -5.405 3.145
H 0.766 -4.930 1.833
H 0.820 -3.009 0.281
N 0.585 -0.432 2.108
C 2.012 -0.499 1.835
C 2.912 -0.720 2.870
C 4.272 -0.742 2.612
C 4.742 -0.532 1.321
C 3.845 -0.311 0.291
C 2.473 -0.301 0.536
P 1.205 -0.036 -0.747
C 1.401 -1.408 -1.922
C 2.238 -2.501 -1.721
C 2.268 -3.536 -2.647
C 1.461 -3.481 -3.774
C 0.621 -2.393 -3.974
C 0.583 -1.360 -3.054
C 1.771 1.384 -1.733
C 1.287 2.658 -1.456
C 1.743 3.748 -2.183
C 2.680 3.574 -3.190
C 3.158 2.302 -3.480
C 2.703 1.211 -2.760
H 0.305 -1.230 2.675
H 0.381 0.402 2.661
H 2.543 -0.866 3.879
H 4.969 -0.913 3.422
H 5.806 -0.537 1.123
H 4.204 -0.138 -0.716
H 2.882 -2.546 -0.850
H 2.924 -4.382 -2.488
H 1.482 -4.289 -4.493
H -0.023 -2.354 -4.842
H -0.098 -0.528 -3.200
H 0.524 2.795 -0.702
H 1.346 4.732 -1.974
H 3.026 4.425 -3.762
H 3.876 2.159 -4.277
H 3.062 0.220 -3.008
F -2.011 1.041 -3.350
B -2.403 1.487 -2.106
F -1.989 2.793 -1.859
F -3.745 1.316 -1.847
F -1.659 0.634 -1.121
N -2.001 -2.329 -1.588
C -1.634 -2.373 -0.499
```

Here are the Mulliken charges for atoms 1 to 4, given in e: 0.2418 -1.1581 -0.3473 -0.0262



We obtain energy relative to the best compared isomer or geometry (same formula, charge and spin) values of 2.826; 0.000; 4.049; 1.374 eV for the records listed above, in that order.